Below is a single C20H36B2F2O6Si2 molecule, with properties calculated with the ωB97M-V functional and the def2-TZVPD basis.

LUMO energy = 0.0007 Eh
E = -56153.4771 eV
HOMO level = -9.03 eV
SMILES string = CCOB(O)[Si@@](CCCC(=O)OCC)(B(O)OC)C(F)(F)CC[Si](C)(C)c1ccccc1
Energy relative to the best compared isomer or geometry (same formula, charge and spin) = 0.00 kJ/mol
Largest force on an atom = 3.0 eV/Å
Gap between HOMO and LUMO = 9.1 eV

Last column: Löwdin charge in e.
CARTESIAN COORDINATES (ANGSTROEM)
C (5.865, 2.410, -0.422)  -0.079
C (5.247, 1.623, -1.643)  -0.239
O (4.075, 2.219, -2.225)  -0.010
B (3.091, 2.552, -1.262)  -0.556
O (3.081, 3.825, -0.624)  0.077
Si (1.664, 1.267, -0.800)  0.889
C (2.178, -0.548, -1.092)  -0.231
C (2.497, -1.378, 0.226)  -0.215
C (1.355, -2.444, 0.424)  -0.085
C (1.288, -3.072, 1.849)  -0.433
O (1.417, -2.453, 2.869)  0.141
O (1.011, -4.443, 1.958)  -0.055
C (2.075, -5.259, 1.436)  -0.231
C (1.689, -6.037, 0.109)  -0.088
B (0.972, 1.670, 0.995)  -0.628
O (0.575, 3.016, 1.240)  0.077
O (0.795, 0.758, 2.056)  -0.051
C (1.729, 1.094, 3.116)  -0.075
C (0.209, 1.614, -2.053)  -0.466
F (-0.019, 2.998, -2.147)  0.005
F (0.702, 1.134, -3.306)  -0.021
C (-1.092, 0.777, -1.748)  -0.161
C (-2.455, 1.516, -2.102)  -0.231
Si (-3.594, 1.828, -0.580)  0.581
C (-4.864, 3.174, -1.035)  -0.196
C (-2.625, 2.457, 0.947)  -0.172
C (-4.508, 0.206, -0.094)  -0.236
C (-5.054, 0.116, 1.271)  -0.089
C (-5.730, -1.092, 1.745)  -0.079
C (-5.852, -2.221, 0.823)  -0.085
C (-5.332, -2.115, -0.549)  -0.084
C (-4.660, -0.909, -1.038)  -0.083
H (5.724, 3.516, -0.464)  0.085
H (5.463, 1.959, 0.532)  0.084
H (6.978, 2.222, -0.433)  0.085
H (5.117, 0.542, -1.355)  0.113
H (6.030, 1.622, -2.455)  0.128
H (3.414, 3.737, 0.289)  0.102
H (1.359, -1.070, -1.648)  0.079
H (3.129, -0.525, -1.698)  0.078
H (3.438, -1.965, 0.006)  0.114
H (2.722, -0.765, 1.131)  0.089
H (1.584, -3.293, -0.286)  0.109
H (0.364, -2.039, 0.068)  0.135
H (2.332, -6.053, 2.191)  0.126
H (2.987, -4.644, 1.185)  0.127
H (0.595, -6.261, 0.028)  0.081
H (2.217, -7.034, 0.075)  0.077
H (2.020, -5.492, -0.817)  0.065
H (0.171, 3.386, 0.431)  0.082
H (1.257, 1.053, 4.128)  0.104
H (2.171, 2.120, 2.997)  0.094
H (2.601, 0.376, 3.123)  0.093
H (-1.151, 0.405, -0.692)  0.098
H (-1.027, -0.135, -2.403)  0.121
H (-3.045, 0.800, -2.748)  0.064
H (-2.332, 2.444, -2.720)  0.084
H (-5.548, 2.741, -1.813)  0.038
H (-4.287, 4.063, -1.409)  0.038
H (-5.434, 3.415, -0.092)  0.039
H (-1.976, 1.628, 1.331)  0.039
H (-3.379, 2.672, 1.759)  0.039
H (-2.079, 3.416, 0.765)  0.041
H (-4.936, 1.005, 1.934)  0.086
H (-6.096, -1.110, 2.802)  0.098
H (-6.363, -3.143, 1.191)  0.095
H (-5.473, -3.014, -1.191)  0.091
H (-4.277, -0.859, -2.085)  0.087



Below is a molecular structure, C20H36BMgNO5, with properties calculated with the ωB97M-V functional and the def2-TZVPD basis.

LUMO energy = -0.3859 Eh
Net charge = +2
E = -39147.2279 eV
HOMO level = -13.87 eV
Largest force on an atom = 5.8 eV/Å
Gap between HOMO and LUMO = 3.4 eV

Last column: Löwdin charge in e.
CARTESIAN COORDINATES (ANGSTROEM)
C (2.520, 3.004, 3.323)  0.091
C (2.700, 1.857, 2.736)  -0.084
C (2.883, 0.393, 2.123)  -0.081
C (2.562, 0.261, 0.547)  -0.131
B (3.978, 0.647, -0.172)  -0.458
O (5.061, -0.260, -0.475)  0.115
O (4.148, 2.053, -0.554)  -0.008
C (4.179, 2.107, -2.022)  -0.214
C (4.358, 3.611, -2.598)  -0.069
C (1.494, 1.238, -0.161)  -0.312
O (1.113, 2.429, 0.071)  0.031
N (0.963, 0.493, -1.323)  0.034
C (1.620, -0.882, -1.399)  -0.079
C (1.856, -1.174, 0.167)  -0.333
C (0.519, -1.416, 1.037)  -0.084
C (-0.687, -2.138, 0.253)  -0.154
C (-1.661, -1.105, -0.514)  -0.211
C (-3.128, -1.729, -0.885)  -0.183
C (-3.895, -0.786, -1.942)  -0.188
C (-5.105, 0.072, -1.307)  -0.173
C (-4.774, 0.473, 0.247)  -0.171
C (-5.873, 1.534, 0.784)  -0.178
O (-5.265, 2.783, 1.212)  -0.217
C (-4.316, 2.578, 2.306)  -0.061
O (2.907, -2.103, 0.561)  -0.134
C (2.634, -3.459, 0.105)  -0.210
C (2.340, -4.470, 1.367)  -0.069
H (2.484, 3.945, 3.993)  0.069
H (2.317, -0.341, 2.801)  0.132
H (4.012, 0.129, 2.249)  0.146
H (5.766, -0.231, 0.222)  0.140
H (5.009, 1.461, -2.487)  0.136
H (3.140, 1.722, -2.394)  0.108
H (4.785, 4.292, -1.763)  0.099
H (5.034, 3.639, -3.530)  0.088
H (3.341, 4.063, -2.914)  0.077
H (1.042, 0.980, -2.244)  0.141
H (2.502, -1.012, -2.133)  0.163
H (0.784, -1.472, -1.961)  0.122
H (0.805, -2.095, 1.938)  0.137
H (0.102, -0.447, 1.495)  0.124
H (-1.348, -2.690, 1.036)  0.139
H (-0.279, -2.881, -0.526)  0.123
H (-1.885, -0.135, 0.093)  0.047
H (-1.230, -0.765, -1.543)  0.103
H (-3.736, -2.025, 0.040)  0.119
H (-2.895, -2.724, -1.447)  0.142
H (-4.359, -1.454, -2.777)  0.142
H (-3.203, -0.040, -2.499)  0.115
H (-5.206, 1.089, -1.868)  0.130
H (-6.125, -0.474, -1.302)  0.152
H (-3.688, 0.904, 0.225)  -0.012
H (-4.874, -0.469, 0.897)  0.148
H (-6.588, 1.786, -0.096)  0.155
H (-6.539, 1.028, 1.588)  0.163
H (-4.404, 1.519, 2.786)  0.140
H (-3.231, 2.666, 1.854)  0.054
H (-4.400, 3.374, 3.136)  0.145
H (3.632, -3.851, -0.355)  0.140
H (1.852, -3.542, -0.731)  0.116
H (3.091, -5.351, 1.326)  0.092
H (1.243, -4.805, 1.280)  0.072
H (2.533, -3.839, 2.327)  0.091
Mg (-2.610, 2.035, -0.203)  1.329



Below is 2 unconnected molecules or ions with the total composition C20H36Br2N8O4P3S, with properties calculated with the ωB97M-V functional and the def2-TZVPD basis.

LUMO energy = -0.1608 Eh
Net charge = +1
E = -220205.2652 eV
HOMO level = -9.42 eV
Largest force on an atom = 7.8 eV/Å
Gap between HOMO and LUMO = 5.0 eV

Last column: Löwdin charge in e.
CARTESIAN COORDINATES (ANGSTROEM)
C (-0.206, -6.589, 0.669)  -0.172
C (-0.912, -5.198, 0.879)  -0.676
Br (-0.768, -4.451, 2.668)  0.784
C (-1.584, -4.576, -0.137)  -0.638
Br (-1.635, -5.611, -1.820)  0.805
N (-2.228, -3.291, 0.040)  -0.034
C (-3.047, -2.876, -1.085)  -0.371
N (-2.460, -2.080, -2.105)  -0.322
P (-2.454, -2.809, -3.705)  0.612
O (-3.008, -1.939, -4.789)  -0.436
P (-3.107, -0.404, -2.222)  0.941
C (-4.001, 0.128, -0.669)  -0.240
O (-1.713, 0.583, -2.260)  -0.297
N (-4.309, -3.235, -1.033)  -0.030
C (-4.914, -4.020, 0.064)  -0.022
C (-5.468, -2.946, 1.203)  -0.239
C (-6.449, -3.615, 2.337)  0.016
O (-6.900, -2.695, 1.184)  -0.079
N (-5.195, -2.827, -2.059)  0.106
C (-5.524, -3.784, -2.808)  -0.664
S (-5.715, -4.839, -3.975)  0.889
C (-1.301, -2.197, 0.330)  -0.254
C (0.038, -2.044, -0.282)  0.016
C (0.802, -0.855, 0.098)  -0.011
C (0.175, 0.065, 1.055)  -0.095
N (-1.031, -0.072, 1.666)  0.086
C (-1.717, -1.183, 1.289)  -0.115
H (0.438, -6.608, -0.245)  0.061
H (-0.949, -7.425, 0.629)  0.088
H (0.474, -6.796, 1.543)  0.074
H (-3.053, -4.098, -3.749)  -0.055
H (-1.068, -3.011, -4.027)  0.035
H (-4.190, -0.670, 0.089)  0.000
H (-3.369, 0.914, -0.154)  0.064
H (-4.933, 0.666, -0.990)  0.060
H (-0.998, -0.024, -2.543)  0.042
H (-5.875, -4.522, -0.201)  0.144
H (-4.216, -4.704, 0.596)  0.132
H (-4.749, -2.116, 1.542)  0.123
H (-6.007, -3.062, 3.203)  0.121
H (-6.196, -4.654, 2.033)  0.105
H (0.424, -2.804, -1.005)  0.119
H (1.802, -0.619, -0.319)  0.098
H (0.762, 0.987, 1.311)  0.101
H (-2.729, -1.322, 1.756)  0.106
O (2.926, 2.915, 1.952)  -0.315
P (4.054, 3.540, 1.131)  0.745
N (3.813, 5.141, 1.709)  -0.357
C (2.994, 6.151, 1.071)  -0.124
C (3.923, 5.328, 3.154)  -0.130
N (3.297, 3.272, -0.390)  -0.320
C (3.017, 4.265, -1.409)  -0.139
C (2.304, 2.212, -0.459)  -0.170
N (5.457, 4.112, 0.216)  -0.268
C (6.215, 2.964, -0.344)  -0.138
C (6.450, 4.956, 0.903)  -0.125
H (3.378, 6.389, 0.077)  0.063
H (3.044, 7.105, 1.600)  0.080
H (1.942, 5.853, 1.001)  0.084
H (4.975, 5.261, 3.458)  0.068
H (3.361, 4.577, 3.716)  0.067
H (3.564, 6.303, 3.484)  0.078
H (2.098, 4.822, -1.201)  0.077
H (2.887, 3.785, -2.388)  0.080
H (3.837, 4.966, -1.553)  0.073
H (1.338, 2.545, -0.060)  0.081
H (2.630, 1.336, 0.103)  0.047
H (2.149, 1.873, -1.488)  0.083
H (6.671, 2.365, 0.451)  0.081
H (7.001, 3.310, -1.018)  0.083
H (5.572, 2.305, -0.928)  0.070
H (6.797, 4.500, 1.833)  0.085
H (6.054, 5.948, 1.120)  0.080
H (7.317, 5.129, 0.261)  0.084



Below is 6 unconnected molecules or ions with the total composition C20H36Cl2O15, with properties calculated with the ωB97M-V functional and the def2-TZVPD basis.

LUMO energy = 0.0125 Eh
E = -77076.9711 eV
HOMO level = -10.63 eV
SMILES string = CCOC(=O)OC.CCOC(=O)OC.CCOC(=O)OC.O=C1OCCO1.O=C1OCCO1.ClCCCl
Largest force on an atom = 6.0 eV/Å
Gap between HOMO and LUMO = 11.0 eV

Last column: Löwdin charge in e.
CARTESIAN COORDINATES (ANGSTROEM)
C (2.373, -2.866, -10.246)  -0.083
C (1.708, -2.611, -8.914)  -0.188
O (2.197, -3.771, -8.230)  0.000
C (1.518, -4.902, -7.982)  -0.456
O (1.691, -5.608, -6.963)  0.104
O (0.578, -5.070, -9.014)  -0.038
C (-0.361, -6.053, -8.923)  -0.108
H (2.075, -3.826, -10.669)  0.072
H (3.424, -3.118, -10.107)  0.086
H (2.246, -2.132, -11.042)  0.079
H (0.630, -2.455, -8.869)  0.128
H (2.150, -1.676, -8.570)  0.120
H (-0.030, -7.020, -9.301)  0.093
H (-1.235, -6.003, -9.572)  0.093
H (-0.678, -6.208, -7.891)  0.100
C (2.420, 3.604, 8.773)  -0.056
C (1.579, 2.772, 7.801)  -0.215
O (0.631, 2.063, 8.554)  0.009
C (0.648, 0.854, 9.164)  -0.563
O (1.532, 0.012, 9.311)  0.109
O (-0.564, 0.817, 9.633)  -0.010
C (-0.952, -0.021, 10.680)  -0.038
H (2.317, 3.420, 9.842)  0.085
H (2.014, 4.604, 8.615)  0.067
H (3.440, 3.575, 8.388)  0.075
H (2.245, 2.119, 7.237)  0.120
H (1.065, 3.427, 7.097)  0.122
H (-1.997, -0.185, 10.416)  0.097
H (-0.857, 0.383, 11.688)  0.102
H (-0.430, -0.960, 10.496)  0.096
C (-2.498, 7.343, -6.661)  -0.033
C (-3.512, 6.973, -5.417)  -0.172
O (-4.651, 7.867, -5.290)  -0.045
C (-4.547, 8.751, -4.181)  -0.399
O (-3.491, 8.819, -3.471)  0.058
O (-5.699, 9.537, -4.017)  -0.027
C (-6.919, 9.188, -4.747)  -0.038
H (-2.342, 8.407, -6.843)  0.068
H (-2.986, 6.885, -7.521)  0.051
H (-1.567, 6.777, -6.676)  0.062
H (-2.926, 6.904, -4.500)  0.099
H (-3.913, 5.961, -5.482)  0.111
H (-7.827, 9.564, -4.275)  0.097
H (-6.952, 8.108, -4.891)  0.081
H (-6.810, 9.417, -5.807)  0.089
O (-3.130, -3.714, 1.420)  0.179
C (-3.696, -2.888, 2.035)  -0.612
O (-3.701, -1.537, 1.852)  0.043
C (-4.432, -0.866, 2.941)  -0.060
C (-5.125, -2.092, 3.647)  -0.101
O (-4.430, -3.177, 3.087)  0.046
H (-3.652, -0.373, 3.522)  0.123
H (-5.188, -0.135, 2.656)  0.120
H (-6.196, -2.244, 3.515)  0.131
H (-4.756, -2.187, 4.668)  0.129
O (7.027, -7.591, 3.312)  0.153
C (6.577, -6.897, 4.189)  -0.535
O (5.301, -6.518, 4.252)  0.067
C (5.120, -5.725, 5.412)  -0.113
C (6.259, -6.236, 6.349)  -0.123
O (7.227, -6.589, 5.377)  0.042
H (5.237, -4.667, 5.176)  0.128
H (4.128, -5.852, 5.847)  0.129
H (5.939, -7.002, 7.056)  0.127
H (6.605, -5.389, 6.941)  0.125
Cl (4.454, 0.047, 0.104)  0.518
C (2.828, -0.694, -0.072)  -0.644
C (2.020, -0.034, -1.173)  -0.659
Cl (1.500, 1.622, -0.746)  0.525
H (2.379, -0.693, 0.921)  0.066
H (3.111, -1.729, -0.264)  0.064
H (1.175, -0.560, -1.616)  0.074
H (2.685, 0.057, -2.032)  0.058